[1]
Molecular formula: C26H33BrN3O2RuS
Method: DFT, ωB97M-V/def2-TZVPD

## Properties
Relative energy (zero: lowest compared OMol25 entry of this formula, charge and spin)   10.3 kcal/mol
HOMO (spin up / spin down)   -5.256 / -7.650 eV
2S+1   6
<S²>   8.855
Kohn-Sham gap (spin up / spin down)   4.8 / 6.4 eV

```
67
Properties=species:S:1:pos:R:3:forces:R:3:nbo_charge:R:1
Ru -1.2959 -0.5261 0.3430 -0.599 -0.283 -1.093 1.0273
Br -2.5445 6.4633 -1.9398 -0.019 -0.109 0.019 0.0316
C -2.4412 4.5820 -1.6592 0.061 0.193 0.180 -0.1222
C -2.7575 3.7167 -2.7004 0.026 -0.021 0.160 -0.2246
C -2.6589 2.3573 -2.4928 0.144 -0.142 0.276 -0.2622
C -2.2226 1.8054 -1.2680 -0.036 1.887 0.217 0.3487
O -2.0982 0.5258 -1.1766 0.090 -1.591 0.186 -0.6934
C -1.9183 2.7216 -0.1934 -0.385 -0.345 -0.971 -0.1377
C -1.4815 2.3277 1.0952 0.149 0.277 0.391 0.0255
N -1.2400 1.0913 1.4992 0.046 1.014 0.709 -0.5150
C -0.7414 0.8365 2.7543 0.167 -0.235 0.507 0.0509
C -0.4248 1.7830 3.7476 -0.088 0.238 -0.187 -0.2863
C 0.1150 1.3866 4.9564 0.032 -0.252 0.031 -0.1791
C 0.3540 0.0551 5.2444 0.030 0.100 0.102 -0.2668
C 0.0350 -0.9343 4.2987 0.030 -0.181 0.063 -0.0862
C 0.2202 -2.3159 4.5167 -0.153 0.201 -0.293 -0.1541
C -0.1589 -3.2145 3.5364 -0.052 0.035 -0.124 -0.2706
C -0.6766 -2.7506 2.3399 0.045 -0.360 -0.060 0.0424
N -0.8236 -1.4391 2.0790 0.205 -0.146 0.409 -0.5133
C -0.5088 -0.5371 3.0454 -0.022 0.442 0.184 0.2518
C -2.0491 4.1039 -0.4300 -0.065 0.030 -0.238 -0.2134
H -3.0784 4.1068 -3.6536 -0.024 0.021 -0.076 0.2270
H -2.9075 1.6721 -3.2883 0.010 -0.135 -0.067 0.2230
H -1.3141 3.1486 1.7870 -0.002 -0.139 0.036 0.1812
H -0.5948 2.8345 3.5880 -0.029 0.093 -0.062 0.2100
H 0.3528 2.1360 5.6952 0.024 0.113 0.072 0.2143
H 0.7733 -0.2360 6.1958 0.031 -0.052 0.063 0.2099
H 0.6405 -2.6642 5.4474 0.039 0.018 0.124 0.2174
H -0.0501 -4.2774 3.6913 -0.024 -0.055 -0.045 0.2261
H -0.9848 -3.4242 1.5537 0.044 0.042 -0.017 0.2134
H -1.8346 4.7975 0.3735 0.035 -0.001 -0.009 0.2183
C 4.2094 -0.7191 0.1163 0.072 0.130 -0.075 -0.6167
C 3.5986 0.5907 0.5989 -0.076 -0.173 -0.166 -0.4116
C 2.1036 0.4820 0.8651 -0.411 0.103 -0.369 -0.5884
S 1.0349 0.3546 -0.6435 0.861 1.080 1.173 1.3052
O 1.6578 -0.6357 -1.5130 0.370 -1.087 -1.069 -0.9877
C 1.3984 2.0465 -1.3579 -0.389 -0.216 0.237 -0.5793
C 2.1284 1.9354 -2.6804 -0.052 -0.289 -0.121 -0.4175
C 1.1938 1.4710 -3.7896 0.123 0.057 0.038 -0.6102
H 5.2725 -0.5879 -0.0673 0.145 -0.049 0.017 0.2076
H 3.7325 -1.0437 -0.8026 0.045 -0.082 -0.021 0.2410
H 4.0839 -1.4978 0.8641 -0.003 -0.140 0.107 0.1998
H 3.7900 1.3724 -0.1384 0.044 0.114 0.042 0.2020
H 4.0841 0.8947 1.5316 -0.082 0.093 -0.066 0.2151
H 1.7250 1.3523 1.4018 -0.137 -0.010 0.134 0.2350
H 1.8801 -0.4198 1.4393 -0.081 0.023 0.049 0.2293
H 1.9611 2.6035 -0.6137 -0.015 0.008 0.123 0.2283
H 0.4212 2.5082 -1.4882 -0.039 0.139 0.034 0.2429
H 2.9457 1.2187 -2.5783 0.086 0.086 -0.027 0.2204
H 2.5567 2.9092 -2.9338 0.006 -0.031 0.129 0.2166
H 0.7450 0.5200 -3.5153 -0.078 -0.094 -0.100 0.2216
H 1.7430 1.3411 -4.7188 -0.014 -0.041 -0.121 0.2126
H 0.4003 2.1971 -3.9547 -0.106 0.073 -0.023 0.2053
C -0.1120 -4.0901 -1.2009 -0.193 0.344 0.052 -0.6015
C -1.3185 -3.1668 -1.5133 -0.019 -1.487 -1.065 0.0194
C -1.1856 -2.6615 -2.9712 -0.025 0.094 0.403 -0.6025
C -2.6324 -3.9765 -1.3684 0.299 0.331 0.020 -0.5970
N -1.3372 -2.0994 -0.6473 -0.018 0.577 0.417 -0.3019
H -0.0124 -4.8489 -1.9722 -0.013 -0.097 -0.092 0.2115
H -0.2449 -4.5848 -0.2412 0.003 -0.068 0.092 0.1976
H 0.7963 -3.4934 -1.1664 0.127 0.034 -0.027 0.2285
H -1.1994 -3.4989 -3.6648 -0.008 -0.101 -0.039 0.2064
H -0.2503 -2.1189 -3.0749 0.128 0.082 -0.064 0.2267
H -2.0089 -1.9903 -3.1968 -0.092 0.104 -0.082 0.2178
H -2.6084 -4.8534 -2.0088 0.002 -0.115 -0.099 0.2097
H -3.4755 -3.3502 -1.6445 -0.145 0.035 -0.049 0.2157
H -2.7624 -4.2928 -0.3366 -0.024 -0.084 0.124 0.2044
```
Positions in Å, forces in eV/Å.



[2]
Molecular formula: C5H6O
Method: DFT, ωB97M-V/def2-TZVPD

## Properties
Relative energy (zero: lowest compared OMol25 entry of this formula, charge and spin)   51.2 kcal/mol
SMILES   C#CCC(C)=O
HOMO   -9.599 eV
Kohn-Sham gap   10.4 eV

```
12
Properties=species:S:1:pos:R:3:forces:R:3:nbo_charge:R:1
C -1.1957 1.0242 0.0088 -0.059 0.057 -0.035 -0.7277
C -0.7261 -0.4168 0.0173 -0.253 -0.147 0.202 0.6214
O -1.1023 -1.2041 0.8524 -0.102 0.170 -0.520 -0.5392
C 0.3865 -0.8015 -0.9781 -0.048 -0.086 -0.063 -0.5718
C 1.5081 -0.3504 -0.1530 0.179 0.090 0.657 -0.0125
C 1.9839 -0.0748 0.9184 -0.343 -0.437 -0.410 -0.2164
H -2.2850 1.0288 -0.0826 0.099 0.014 -0.015 0.2442
H -0.7532 1.6146 -0.7970 -0.063 -0.113 0.098 0.2176
H -0.9445 1.4879 0.9675 -0.044 -0.120 -0.143 0.2480
H 0.3018 -0.3281 -1.9589 0.004 0.014 0.168 0.2377
H 0.4261 -1.8899 -1.0768 -0.059 0.161 -0.076 0.2568
H 2.0906 -0.0833 1.9737 0.688 0.396 0.139 0.2418
```
Positions in Å, forces in eV/Å.



[3]
Molecular formula: C6H6O
Method: DFT, ωB97M-V/def2-TZVPD

## Properties
Relative energy (zero: lowest compared OMol25 entry of this formula, charge and spin)   122.4 kcal/mol
SMILES   C1=C[C@H]2O[C@@H]2C=C1
HOMO   -8.444 eV
Kohn-Sham gap   9.0 eV

```
13
Properties=species:S:1:pos:R:3:forces:R:3:nbo_charge:R:1
C -0.5730 -0.4929 -1.0197 0.577 1.640 -2.888 -0.0216
C -0.5027 -1.4369 0.0102 2.942 1.948 2.237 -0.1883
C 0.5001 -0.9007 0.8135 0.079 -2.452 1.034 -0.2054
C 1.0839 0.4463 0.7255 -0.818 0.831 -0.247 -0.2718
C 0.3498 1.3564 0.0593 1.341 1.980 -1.785 -0.1743
C -0.9454 0.7472 -0.3987 1.809 2.892 2.370 0.0348
H 0.3626 -0.2676 -1.5927 -0.545 -0.996 0.428 0.1919
H -0.9177 -2.3619 0.0709 -0.767 -2.713 0.328 0.2143
H 0.9767 -1.5903 1.5026 -0.075 0.071 0.261 0.2093
H 1.9732 0.8897 1.1987 -0.203 -1.283 0.049 0.2346
H 0.8350 2.3653 -0.2090 -1.378 -1.251 0.864 0.2216
H -1.6551 0.8141 0.4027 -0.488 -0.407 0.590 0.1842
O -1.4875 0.4312 -1.5633 -2.474 -0.259 -3.240 -0.4292
```
Positions in Å, forces in eV/Å.



[4]
Molecular formula: C15H13ClN2O
Method: DFT, ωB97M-V/def2-TZVPD

## Properties
Relative energy (zero: lowest compared OMol25 entry of this formula, charge and spin)   68.9 kcal/mol
SMILES   O=Cc1nccn1[C@@]1(c2ccc(Cl)cc2)C=CCC1
HOMO   -8.791 eV
Kohn-Sham gap   9.0 eV

```
32
Properties=species:S:1:pos:R:3:forces:R:3:nbo_charge:R:1
O 2.6586 2.3864 0.5140 -1.214 -1.171 0.650 -0.4828
C 1.8048 1.5876 0.8548 0.396 -0.646 0.357 0.4131
C 0.3654 1.8419 1.0643 -1.070 3.009 -0.556 0.1653
N -0.6423 1.0376 0.6172 0.406 -0.978 1.393 -0.3493
C -1.8106 1.7696 0.7345 0.253 0.814 0.110 -0.0953
C -1.4625 3.0557 1.1852 0.804 -2.095 -0.639 -0.0860
N -0.0898 3.0607 1.3683 -0.703 0.250 -0.066 -0.3963
H 1.9541 0.4817 1.0385 0.935 1.608 0.115 0.0980
H -2.7853 1.4038 0.4258 0.382 0.099 0.226 0.2132
H -2.1633 3.9012 1.2747 0.855 -0.468 0.201 0.2190
Cl 3.1516 -0.6980 -4.4922 -0.156 0.089 0.195 0.0172
C 2.1843 -0.5632 -3.0549 -0.674 0.079 0.579 -0.0310
C 2.7525 -0.8092 -1.8063 0.873 -0.398 -0.014 -0.2156
C 1.9821 -0.7747 -0.6561 -1.272 -0.176 -0.015 -0.1936
C 0.5906 -0.4693 -0.7357 0.869 -1.616 -0.989 -0.0779
C -0.3527 -0.5314 0.4262 -1.451 2.761 -1.123 0.1296
C -1.8227 -1.0540 0.1924 0.891 -0.056 -0.924 -0.4103
C -2.2383 -1.5072 1.5672 0.089 -0.534 1.291 -0.4534
C -0.9079 -1.6568 2.3786 0.055 0.828 -1.683 -0.1025
C 0.1426 -1.1352 1.6883 -1.025 -0.680 1.527 -0.2512
C 0.0318 -0.2430 -1.9905 0.562 0.229 -0.131 -0.1240
C 0.8204 -0.2589 -3.1374 0.345 -0.265 -0.306 -0.2366
H 3.8167 -1.1002 -1.7329 -0.726 0.330 -0.112 0.2346
H 2.4362 -0.9768 0.3297 -0.129 -0.232 -1.036 0.2186
H -2.4628 -0.2501 -0.2211 0.518 -0.761 0.186 0.2239
H -1.8812 -1.8973 -0.5347 0.417 0.545 0.534 0.2298
H -2.9692 -0.8403 2.0734 0.622 -0.152 -0.208 0.2273
H -2.7590 -2.4572 1.4497 0.041 -0.176 0.440 0.2232
H -0.9039 -2.0956 3.3649 0.188 -0.047 0.013 0.2207
H 1.2140 -1.0694 1.9989 -1.329 -0.217 -0.088 0.2310
H -1.0316 -0.0274 -2.0666 0.211 -0.053 -0.096 0.2114
H 0.3777 -0.1109 -4.1181 0.036 0.079 0.166 0.2297
```
Positions in Å, forces in eV/Å.



[5]
Molecular formula: H10NaO5
Method: DFT, ωB97M-V/def2-TZVPD

## Properties
Relative energy (zero: lowest compared OMol25 entry of this formula, charge and spin)   0.0 kcal/mol
Charge   +2
HOMO (spin up / spin down)   -20.172 / -18.908 eV
2S+1   2
<S²>   0.755
Kohn-Sham gap (spin up / spin down)   13.1 / 3.2 eV

```
16
Properties=species:S:1:pos:R:3:forces:R:3:nbo_charge:R:1
Na 0.7845 17.2873 11.6182 -0.207 0.000 -0.089 0.9634
O 2.7639 16.2274 13.1294 -0.795 0.444 -0.401 -0.6708
H 3.4929 16.6084 13.6189 0.632 0.572 0.627 0.5195
H 3.0272 15.3203 12.9740 0.171 -0.954 -0.141 0.5092
O -0.3978 15.3829 12.4444 0.516 0.432 -0.233 -0.8454
H -0.2200 15.0490 13.3237 0.134 -0.325 0.580 0.5052
H -1.3064 15.1357 12.2729 -0.563 -0.252 -0.347 0.5130
O 3.1861 17.1577 10.5246 -0.971 -0.391 0.384 -0.7908
H 3.1026 17.6236 9.6926 0.179 0.722 -0.528 0.5073
H 4.0015 16.6632 10.4418 0.640 -0.354 0.015 0.5129
O -0.2005 17.9386 9.5196 0.497 -0.210 0.700 -0.9388
H 0.0950 17.5038 8.7197 -0.099 -0.306 -0.509 0.5039
H -0.4155 18.8294 9.2431 -0.216 0.468 -0.169 0.5073
O -1.5438 18.0252 12.2238 0.836 -0.144 0.047 -0.8122
H -2.2171 17.6512 12.7922 -0.417 -0.246 0.423 0.5074
H -1.9016 18.8704 11.9519 -0.337 0.543 -0.358 0.5088
```
Positions in Å, forces in eV/Å.



[6]
Molecular formula: C2H3IN
Method: DFT, ωB97M-V/def2-TZVPD

## Properties
Relative energy (zero: lowest compared OMol25 entry of this formula, charge and spin)   104.3 kcal/mol
Charge   +1
HOMO (spin up / spin down)   -15.011 / -15.012 eV
Kohn-Sham gap (spin up / spin down)   7.5 / 7.6 eV

```
7
Properties=species:S:1:pos:R:3:forces:R:3:nbo_charge:R:1
C 1.2282 -0.6423 0.2965 -1.219 -0.985 1.631 -0.1025
C -1.0130 0.8567 -0.5171 1.683 -4.964 2.761 0.0032
N 0.8727 -0.0134 -0.6956 -2.059 2.122 -1.232 -0.1583
I -2.6503 0.1717 0.4282 1.453 0.392 -0.654 0.6111
H 0.5779 -0.8746 1.1246 -0.511 0.295 0.548 0.2202
H 2.1547 -1.1725 0.4471 0.825 0.170 -0.888 0.2784
H -1.1702 1.6744 -1.0837 -0.172 2.970 -2.167 0.1479
```
Positions in Å, forces in eV/Å.



| no. | F_max (eV/A) |
| --- | --- |
| 1 | 1.9 |
| 2 | 0.8 |
| 3 | 4.2 |
| 4 | 3.3 |
| 5 | 1.1 |
| 6 | 5.9 |